No. 1
{
  "formula": "C8H15Br2FN",
  "method": "ωB97M-V/def2-TZVPD",
  "homo_energy_ev": -11.90,
  "charge": 1,
  "symbols": ["C", "C", "C", "C", "C", "C", "F", "N", "H", "H", "H", "H", "H", "H", "H", "H", "H", "H", "H", "Br", "C", "C", "Br", "H", "H", "H", "H"],
  "positions_angstrom": [[0.8843, -1.7578, 0.1781], [1.0050, -0.8411, -0.8867], [-0.2840, -0.0929, -1.4633], [-0.9667, -1.2019, -2.3787], [-2.2354, -1.7609, -1.5564], [-2.3358, -0.7694, -0.2980], [-2.1226, -1.5860, 0.8328], [-1.3286, 0.3288, -0.4826], [1.0536, -2.8468, -0.0134], [0.5688, -1.4542, 1.2161], [2.0068, -0.6264, -1.3322], [0.1993, 0.7621, -2.0180], [-1.1655, -0.8216, -3.4112], [-0.2326, -2.0569, -2.3898], [-3.2357, -1.6592, -2.0590], [-2.0093, -2.8178, -1.2423], [-3.3589, -0.3340, -0.1112], [-0.9396, 0.6316, 0.4332], [-1.7267, 1.1951, -0.8773], [-0.2092, 2.3260, 2.2585], [1.6586, 2.8095, 2.5501], [2.5903, 1.8602, 1.8402], [2.7415, 0.1702, 2.7963], [1.8120, 2.8371, 3.6267], [1.7562, 3.8174, 2.1475], [3.6018, 2.2648, 1.8145], [2.2725, 1.6240, 0.8260]],
  "lowdin_charge": [0.001, -0.112, -0.243, -0.094, -0.041, -0.217, 0.001, 0.129, 0.088, 0.053, 0.122, 0.157, 0.124, 0.116, 0.126, 0.134, 0.177, 0.072, 0.196, 0.666, -0.652, -0.682, 0.650, 0.062, 0.066, 0.066, 0.036]
}

***

No. 2
{
  "formula": "C21H30ClCoN4O5Si",
  "method": "ωB97M-V/def2-TZVPD",
  "multiplicity": 2,
  "homo_energy_ev": [-4.22, -4.03],
  "charge": -1,
  "symbols": ["Co", "C", "C", "C", "C", "C", "C", "N", "N", "Si", "C", "C", "C", "H", "H", "H", "H", "H", "H", "H", "H", "H", "H", "H", "H", "H", "H", "H", "N", "C", "O", "C", "C", "H", "H", "H", "H", "H", "H", "N", "C", "C", "O", "O", "H", "H", "H", "H", "H", "Cl", "C", "C", "C", "C", "C", "C", "C", "O", "O", "H", "H", "H", "H"],
  "positions_angstrom": [[0.8926, -0.9612, 0.4548], [-0.2130, -3.2315, 3.1546], [-1.0640, -2.0511, 2.7847], [-2.2129, -1.7222, 3.4919], [-2.9314, -0.5948, 3.0931], [-2.5056, 0.1704, 2.0338], [-1.3317, -0.2170, 1.3400], [-0.6736, -1.3446, 1.7314], [-0.7211, 0.4013, 0.3250], [-1.4530, 1.3868, -0.8434], [-0.3053, 1.5174, -2.3248], [-1.8884, 3.1399, -0.3011], [-3.0857, 0.6096, -1.4468], [-0.1851, -3.3680, 4.2360], [0.7982, -3.0792, 2.7825], [-0.6141, -4.1443, 2.7063], [-2.5183, -2.3154, 4.3433], [-3.8212, -0.3030, 3.6415], [-3.0192, 1.0800, 1.7497], [0.5286, 2.1931, -2.1188], [-0.8320, 1.8942, -3.2071], [0.1250, 0.5388, -2.5465], [-1.0422, 3.6074, 0.2083], [-2.7411, 3.1555, 0.3823], [-2.1449, 3.7578, -1.1675], [-2.9810, -0.4777, -1.5095], [-3.3854, 0.9974, -2.4258], [-3.9012, 0.8058, -0.7469], [3.8529, -0.9641, -2.4360], [2.8924, -1.1998, -1.5039], [2.1743, -0.2814, -1.1171], [2.7017, -2.6034, -1.0043], [2.0735, -2.5531, 0.3892], [4.0449, -0.0060, -2.6758], [4.5550, -1.6576, -2.6132], [3.6475, -3.1583, -1.0857], [2.0094, -3.0666, -1.7178], [2.8564, -2.4144, 1.1422], [1.5692, -3.5031, 0.5967], [-3.0829, -2.5808, -3.6851], [-1.6782, -2.2327, -3.4702], [-1.2828, -2.4834, -2.0211], [-2.0192, -3.4113, -1.3969], [-0.3957, -1.8873, -1.4849], [-3.2963, -2.6459, -4.6711], [-3.6765, -1.8545, -3.2971], [-2.7227, -3.6706, -2.0213], [-1.4115, -1.2000, -3.7027], [-1.0548, -2.8893, -4.0816], [1.7557, 6.5125, 0.2174], [1.9917, 4.9033, 0.8747], [1.7011, 3.8028, 0.0890], [1.8779, 2.5308, 0.6193], [2.3642, 2.3590, 1.9096], [2.6573, 3.4850, 2.6714], [2.4642, 4.7634, 2.1686], [2.5994, 0.9657, 2.5070], [3.3621, 0.9138, 3.4829], [1.9986, 0.0082, 1.9538], [1.3312, 3.9437, -0.9188], [1.6352, 1.6578, 0.0311], [3.0517, 3.3314, 3.6672], [2.6801, 5.6408, 2.7640]],
  "lowdin_charge": [0.484, -0.026, -0.318, -0.074, -0.101, -0.036, -0.412, 0.101, -0.059, 0.381, -0.166, -0.170, -0.164, 0.073, 0.061, 0.079, 0.092, 0.095, 0.087, 0.010, 0.024, 0.005, 0.013, 0.014, 0.024, 0.002, 0.022, 0.020, 0.166, -0.497, 0.009, -0.207, -0.225, 0.107, 0.092, 0.098, 0.105, 0.050, 0.035, 0.004, -0.163, -0.518, 0.119, 0.098, 0.075, 0.074, 0.092, 0.116, 0.130, 0.597, -0.676, -0.129, -0.021, -0.108, -0.026, -0.119, -0.624, -0.023, -0.056, 0.088, 0.071, 0.111, 0.093]
}

***

No. 3
{
  "formula": "C8H8FO18Zn",
  "method": "ωB97M-V/def2-TZVPD",
  "homo_energy_ev": 1.50,
  "charge": -3,
  "symbols": ["Zn", "O", "C", "O", "O", "H", "O", "C", "O", "O", "H", "O", "C", "O", "O", "H", "O", "C", "O", "O", "H", "O", "C", "O", "O", "H", "C", "C", "O", "C", "O", "O", "F", "H", "H", "H"],
  "positions_angstrom": [[0.5409, -0.4286, 0.4468], [2.0677, 3.1564, 1.8841], [1.8501, 1.9097, 2.1170], [1.9327, 1.5807, 3.2964], [1.5605, 1.1654, 1.1263], [2.1097, 3.4101, 2.8090], [3.3006, 0.0556, -2.5087], [2.7404, -0.8090, -1.8381], [1.5869, -0.6186, -1.3153], [3.5028, -1.7396, -1.4893], [4.1106, -0.4588, -2.4784], [-0.6973, -2.1383, -0.5147], [-0.2882, -3.3718, -1.0061], [0.8801, -3.8130, -0.6693], [-1.0597, -4.0119, -1.7362], [-1.4742, -2.1288, -1.0785], [-2.3796, -1.2143, 3.2359], [-1.4436, -0.3864, 2.7227], [-1.2317, -0.2949, 1.4774], [-0.7879, 0.2415, 3.5433], [-2.1370, -1.0950, 4.1571], [2.8173, -3.2568, 2.6327], [1.9398, -2.2207, 2.6495], [1.6824, -1.6738, 3.7473], [1.6018, -1.7705, 1.5851], [2.9104, -3.0291, 3.5607], [-3.4733, 2.0190, -2.6898], [-2.5351, 2.9406, -3.4008], [-1.3490, 2.4100, -2.9296], [-1.5065, 1.8162, -1.7167], [-0.5391, 1.3479, -1.0836], [-2.8230, 1.6187, -1.5534], [-2.7801, 4.1413, -2.8367], [-3.7254, 1.1914, -3.3529], [-4.3054, 2.6108, -2.3084], [-2.5983, 2.8446, -4.4847]],
  "lowdin_charge": [0.762, 0.084, -0.855, 0.002, -0.043, 0.088, 0.138, -0.876, -0.053, -0.024, 0.092, 0.010, -0.799, -0.075, -0.102, 0.083, 0.056, -0.809, -0.068, 0.009, 0.083, 0.065, -0.842, -0.039, 0.031, 0.053, -0.132, -0.343, 0.132, -0.427, 0.172, 0.111, 0.067, 0.143, 0.141, 0.167]
}

***

No. 4
{
  "formula": "C3H4S2",
  "method": "ωB97M-V/def2-TZVPD",
  "homo_energy_ev": [-8.67, -8.96],
  "charge": 0,
  "symbols": ["C", "C", "C", "S", "S", "H", "H", "H", "H"],
  "positions_angstrom": [[-0.8752, 0.8296, -0.6951], [0.2830, -1.1533, 0.6905], [0.2440, 0.1239, -0.0165], [-0.6854, 1.8266, -1.9436], [1.3946, -0.9502, -0.7620], [-1.7688, 0.7882, -0.2198], [0.8877, -1.3431, 1.4836], [-0.6358, -1.8566, 0.7356], [1.1559, 1.7349, 0.7273]],
  "lowdin_charge": [-0.726, -0.399, -0.745, 0.685, 0.831, 0.007, 0.014, 0.124, 0.209]
}

***

Quick rundown of E_tot, same order as above: -5616.09238, -3546.09039, -3543.19763, -912.88488 Eh